[1]
Molecular formula: C42H59Br2N6SeSi3Y
Method: DFT, the ωB97M-V functional and the def2-TZVPD basis

Geometry as XYZ:
```
114
Properties=species:S:1:pos:R:3:lowdin_charge:R:1
Y 0.92461 -0.27935 1.41350 1.270
C 0.49269 -0.45939 4.73164 -0.176
Si 1.43906 -2.05681 4.30357 0.378
C 0.23575 -3.50019 4.53299 -0.167
C 2.82530 -2.16885 5.59737 -0.174
N 1.95170 -1.85601 2.67642 -0.212
C 2.86159 -2.63439 1.98267 -0.342
C 3.45584 -3.78343 2.52816 -0.068
C 4.38509 -4.54502 1.84085 -0.129
C 4.74302 -4.17770 0.55366 -0.129
C 4.17695 -3.04855 -0.01533 -0.070
C 3.25463 -2.23584 0.66090 -0.344
N 2.71571 -1.07504 0.11981 -0.197
Si 3.30235 -0.16670 -1.21091 0.382
C 3.24045 1.66942 -0.68985 -0.178
C 2.10993 -0.31193 -2.68762 -0.173
C 5.03766 -0.46209 -1.90736 -0.189
H 0.51738 -0.28515 5.80995 0.033
H -0.55435 -0.52120 4.42772 0.002
H 0.93510 0.42429 4.25664 -0.008
H -0.20942 -3.48603 5.53206 0.024
H 0.72828 -4.46570 4.39748 0.021
H -0.56872 -3.42577 3.79785 0.012
H 2.39195 -2.31493 6.59023 0.026
H 3.40391 -1.24113 5.61774 0.019
H 3.52117 -2.98751 5.41268 0.013
H 3.15265 -4.08035 3.52599 0.074
H 4.82250 -5.42235 2.30189 0.090
H 5.45395 -4.77193 -0.00778 0.090
H 4.44474 -2.77234 -1.02762 0.073
H 2.24287 1.94730 -0.32465 -0.003
H 3.46568 2.32019 -1.53962 0.030
H 3.96403 1.89165 0.09755 0.015
H 1.31981 0.43243 -2.59018 -0.027
H 1.64170 -1.29866 -2.71454 0.025
H 2.61348 -0.14413 -3.64465 0.031
H 5.77162 -0.66079 -1.12314 0.029
H 5.37413 0.41446 -2.46683 0.026
H 5.04813 -1.31087 -2.59427 0.023
Br 6.03766 3.87715 4.30536 0.782
C 4.67192 2.80585 3.55199 -0.658
C 4.91754 1.47336 3.26677 -0.067
C 3.87341 0.74242 2.72864 -0.095
N 2.67223 1.25246 2.47710 0.041
C 2.44096 2.54512 2.74820 -0.207
C 3.43363 3.35632 3.29458 -0.046
C 1.08416 3.04083 2.45461 -0.191
C 0.71566 4.37080 2.64973 -0.047
C -0.58406 4.74712 2.38753 -0.658
Br -1.10973 6.54908 2.63639 0.781
C -1.50988 3.81359 1.95343 -0.077
C -1.05901 2.51883 1.78123 -0.138
N 0.19753 2.13643 2.00097 0.051
H 5.87956 1.02141 3.45435 0.114
H 4.00682 -0.30728 2.48649 0.113
H 3.25157 4.39505 3.52148 0.100
H 1.42692 5.10345 2.99696 0.101
H -2.53675 4.08258 1.75737 0.112
H -1.74294 1.74222 1.45889 0.062
C -4.38831 -3.50697 2.47265 -0.178
Si -3.91560 -1.72752 2.87899 0.427
C -5.22189 -0.55937 2.17397 -0.185
C -3.77769 -1.50600 4.74869 -0.187
C -2.27509 -1.29720 2.16713 -0.229
C -1.16144 -0.96961 1.77749 -0.315
H -5.35166 -3.76609 2.91756 0.029
H -3.64295 -4.20949 2.85029 0.029
H -4.46531 -3.65421 1.39368 0.010
H -6.22991 -0.87205 2.45515 0.028
H -5.16741 -0.53406 1.08359 0.013
H -5.07277 0.46080 2.53460 0.024
H -4.71247 -1.75565 5.25606 0.026
H -3.52370 -0.47328 4.99746 0.026
H -2.99102 -2.14620 5.15362 0.021
C -3.09644 4.44140 -4.74319 -0.096
C -3.22883 3.68676 -3.42147 -0.248
C -1.97035 3.72570 -2.55759 -0.205
C -0.74263 3.08482 -3.20478 -0.141
N -0.95277 1.72535 -3.68772 -0.006
C -1.11589 0.62898 -2.90047 -0.658
Se -1.16707 0.55727 -1.06829 0.757
N -1.17826 -0.45616 -3.70707 -0.014
C -1.34999 -1.83408 -3.27647 -0.152
C -2.74733 -2.36140 -3.60947 -0.179
C -3.82753 -1.85525 -2.65202 -0.252
C -3.68719 -2.41004 -1.23501 -0.111
C -1.02267 -0.06221 -5.02412 -0.143
C -0.97474 -0.79288 -6.20169 0.000
C -0.76918 -0.08841 -7.37622 -0.079
C -0.61477 1.29816 -7.36978 -0.079
C -0.66011 2.02710 -6.19262 -0.015
C -0.86781 1.32555 -5.01431 -0.137
H -4.06940 4.54963 -5.22271 0.073
H -2.44239 3.91463 -5.44020 0.043
H -2.69036 5.44216 -4.57850 0.079
H -3.50038 2.64535 -3.61784 0.105
H -4.04303 4.12015 -2.83671 0.107
H -2.17293 3.22410 -1.61395 0.059
H -1.70693 4.76402 -2.33317 0.118
H 0.08237 3.06954 -2.48805 0.118
H -0.43470 3.67568 -4.06607 0.116
H -1.18008 -1.85726 -2.20210 0.076
H -0.57829 -2.43479 -3.76173 0.129
H -2.71940 -3.45358 -3.58322 0.118
H -3.00220 -2.06390 -4.62978 0.103
H -4.80097 -2.13946 -3.05855 0.105
H -3.80201 -0.76117 -2.61518 0.094
H -3.57177 -3.49653 -1.25781 0.081
H -4.57650 -2.17605 -0.64834 0.059
H -2.83153 -1.97967 -0.71084 0.029
H -1.09218 -1.86779 -6.20392 0.115
H -0.72446 -0.62651 -8.31345 0.105
H -0.44930 1.81124 -8.30765 0.105
H -0.52287 3.10005 -6.20594 0.104
```

## Properties
HOMO = -0.2152 hartree
relative energy (zero: lowest compared OMol25 entry of this formula, charge and spin) = 18.7 kcal per mole
LUMO = -0.0396 Ha
Kohn-Sham gap = 4.78 eV

[2]
Molecular formula: C42H59CaClN7O5PSi
Method: DFT, the ωB97M-V functional and the def2-TZVPD basis

Geometry as XYZ:
```
117
Properties=species:S:1:pos:R:3:lowdin_charge:R:1
Ca 0.76409 0.71985 0.55740 1.273
O 1.26337 3.69948 1.39807 -0.298
Cl 0.56272 2.75576 2.20730 0.637
O 0.14552 3.34209 3.42776 -0.259
O 1.39797 1.61329 2.47286 -0.444
O -0.58497 2.27258 1.47070 -0.464
N -1.20127 0.93554 -3.43289 0.021
C -1.59314 2.20241 -4.03910 -0.293
C -2.68663 2.92159 -3.24269 -0.194
C -2.28771 3.29030 -1.80160 -0.262
N -2.50925 2.18342 -0.87405 0.021
H -0.43492 0.50487 -3.93624 0.060
H -1.97641 0.28408 -3.42293 0.053
H -1.93997 2.08703 -5.07777 0.100
H -0.70730 2.84656 -4.06746 0.100
H -3.57546 2.28308 -3.20071 0.100
H -2.95359 3.83076 -3.78739 0.102
H -2.84104 4.19072 -1.50694 0.103
H -1.22413 3.54089 -1.78536 0.098
H -3.45864 2.18794 -0.51946 0.073
H -1.89455 2.25241 -0.07468 0.018
N -1.57768 -4.45252 -2.29446 0.062
C -0.60295 -4.76309 -1.37860 -0.094
C -0.53844 -3.69004 -0.54248 -0.161
N -1.44699 -2.73415 -0.92295 0.057
C -2.05094 -3.22027 -1.97649 -0.205
H -1.86135 -5.02534 -3.06707 0.145
H -0.06262 -5.69305 -1.40087 0.109
H 0.11354 -3.52410 0.29709 0.083
H -2.82394 -2.72182 -2.53887 0.113
C 2.31639 -3.29280 4.24531 -0.075
C 1.16569 -3.42303 3.24067 -0.191
C 0.92462 -2.20025 2.49574 -0.169
N 0.69429 -1.24541 1.90434 0.130
H 2.38572 -4.20663 4.83279 0.077
H 2.14821 -2.45474 4.91995 0.085
H 3.26223 -3.13382 3.73360 0.062
H 0.23523 -3.67328 3.75276 0.097
H 1.37319 -4.21911 2.52262 0.125
O 1.01835 1.99790 -1.08883 -0.167
C 1.75565 2.67992 -1.80892 -0.444
C 2.46060 2.07381 -2.99513 -0.072
C 3.98911 2.09837 -2.83222 -0.170
C 4.63527 3.42996 -3.20927 -0.201
C 4.27781 4.58063 -2.26968 -0.177
C 2.78420 4.90856 -2.27868 -0.160
N 1.96539 3.97208 -1.52693 0.111
H 2.17273 2.59375 -3.91454 0.125
H 2.12337 1.03970 -3.05325 0.107
H 4.40760 1.31644 -3.46809 0.119
H 4.23725 1.84102 -1.79931 0.090
H 4.34304 3.69845 -4.23061 0.113
H 5.72082 3.30620 -3.21048 0.111
H 4.82432 5.47364 -2.58253 0.111
H 4.58399 4.33085 -1.25058 0.110
H 2.43669 4.94196 -3.31630 0.122
H 2.60838 5.89145 -1.84589 0.123
H 1.60703 4.25153 -0.62270 0.121
C -2.55168 -4.46795 4.10646 -0.102
C -2.22162 -3.21981 4.61367 -0.103
C -2.19836 -2.10820 3.78220 -0.100
C -2.52539 -2.21180 2.42983 -0.350
C -2.82546 -3.48047 1.92883 -0.116
C -2.84091 -4.59405 2.75574 -0.078
P -2.45408 -0.74587 1.29054 1.119
C -3.90125 -1.12000 0.20914 -0.394
C -3.84099 -0.66154 -1.10384 -0.149
C -4.91658 -0.83539 -1.96415 -0.095
C -6.06147 -1.48268 -1.52405 -0.090
C -6.12668 -1.95193 -0.21912 -0.079
C -5.05693 -1.76702 0.64430 -0.109
C -3.23608 0.50787 2.42224 -0.348
C -4.55254 0.95897 2.32558 -0.084
C -5.05270 1.89191 3.22488 -0.084
C -4.24692 2.39741 4.23201 -0.086
C -2.92254 1.99591 4.31140 -0.073
C -2.42348 1.07206 3.40818 -0.147
H -2.58426 -5.33224 4.75786 0.100
H -1.97793 -3.10763 5.66354 0.105
H -1.94165 -1.14867 4.20664 0.087
H -3.05907 -3.59428 0.88035 0.088
H -3.08457 -5.56522 2.34259 0.103
H -2.94476 -0.14336 -1.41906 0.060
H -4.86627 -0.46731 -2.98310 0.099
H -6.90638 -1.61247 -2.18875 0.100
H -7.02015 -2.45317 0.13222 0.103
H -5.13404 -2.11192 1.66764 0.113
H -5.20219 0.59347 1.54545 0.091
H -6.07833 2.22598 3.12724 0.101
H -4.64619 3.11079 4.94171 0.101
H -2.26697 2.41913 5.06170 0.108
H -1.37479 0.80426 3.45684 0.086
C 4.26629 -0.50657 2.49457 -0.177
Si 4.20172 0.36260 0.80788 0.386
C 4.20207 2.23172 1.16323 -0.167
C 5.90459 0.04382 0.00137 -0.191
N 2.79374 -0.09453 -0.03922 -0.205
C 2.62021 -0.98560 -1.04951 -0.398
C 1.34290 -1.11031 -1.65150 -0.111
C 1.11041 -1.95200 -2.72140 -0.133
C 2.12428 -2.74310 -3.24366 -0.128
C 3.38204 -2.67155 -2.65273 -0.109
C 3.62898 -1.82248 -1.59040 -0.045
H 5.10305 -0.15915 3.10607 0.030
H 4.36523 -1.58822 2.37737 0.013
H 3.34094 -0.30051 3.03903 0.008
H 5.21684 2.63465 1.13213 0.028
H 3.80572 2.41752 2.16243 0.020
H 3.59015 2.80416 0.46426 -0.006
H 6.66607 0.68099 0.45611 0.022
H 5.89359 0.25016 -1.07216 0.014
H 6.22569 -0.99233 0.13491 0.019
H 0.53180 -0.50877 -1.25129 0.046
H 0.11895 -1.99055 -3.15988 0.087
H 1.93311 -3.40516 -4.07814 0.087
H 4.18644 -3.29554 -3.02664 0.096
H 4.61793 -1.79146 -1.15354 0.073
```

## Properties
HOMO = -0.2363 hartree
relative energy (zero: lowest compared OMol25 entry of this formula, charge and spin) = 41.1 kcal per mole
LUMO = 0.0197 Ha
Kohn-Sham gap = 6.97 eV

[3]
Molecular formula: C42H60ClF5IN7O7PS3
Method: DFT, the ωB97M-V functional and the def2-TZVPD basis

Geometry as XYZ:
```
127
Properties=species:S:1:pos:R:3:lowdin_charge:R:1
C -0.83365 4.12871 1.95491 -0.076
C 0.42927 4.83905 2.69903 -0.286
C 1.63562 3.80728 2.96701 -0.104
O 1.29053 2.98168 4.13117 -0.068
C 1.42722 1.59009 3.78063 -0.394
O 2.54829 1.07176 4.05646 0.078
C 0.21759 0.76423 3.13621 -0.327
S 0.41521 0.41516 1.32272 0.939
N 1.64839 -0.82750 1.10211 -0.389
C 2.93177 -0.43666 0.55572 -0.020
C 4.14276 -1.42574 0.34599 -0.213
P 5.62459 -0.56033 -0.42106 0.908
C 5.00818 0.48868 -1.90568 -0.242
O 6.17626 0.57276 0.74787 -0.289
C 3.96410 -2.91189 0.75175 -0.050
C 5.15052 -3.91107 0.60740 -0.155
S 6.87276 -3.60741 0.07700 0.819
O 7.83225 -4.77201 0.35915 -0.328
O 7.59419 -2.50692 0.85632 -0.346
C 7.07596 -3.39958 -1.80468 -0.335
F 8.00389 -4.37825 -2.31188 0.055
F 7.64564 -2.16265 -2.17063 0.048
C 5.70762 -3.74750 -2.61391 -0.322
F 5.28669 -5.08160 -2.29291 0.082
F 6.08907 -3.80261 -3.99358 0.088
F 4.66104 -2.83974 -2.39320 0.091
C 4.79257 -5.40785 0.98022 -0.138
N 5.70731 -6.55952 0.87710 0.051
C 3.35896 -5.83674 1.51028 0.091
C 2.21180 -4.80131 1.67938 -0.088
C 0.83606 -5.41803 2.19071 -0.250
C -0.14025 -5.52452 0.89233 -0.284
C -1.71092 -5.44425 1.26910 -0.672
I -2.22454 -6.49793 3.10372 0.775
C 2.52046 -3.31648 1.29844 -0.014
C 1.41328 -2.23493 1.45388 -0.387
Cl -0.26760 -2.47770 2.10578 0.747
O 0.83065 6.02824 1.95979 -0.045
C 1.73677 5.69678 0.90300 -0.403
O 2.97960 5.89072 1.01670 0.022
C 1.20250 5.10273 -0.51054 -0.407
S 2.67904 4.53914 -1.53209 0.633
H -1.39356 4.92158 1.31221 0.062
H -0.43836 3.27018 1.29630 0.044
H -1.54286 3.64007 2.72244 0.083
H 0.01753 5.21199 3.71208 0.137
H 1.77678 3.08738 2.08389 0.123
H 2.58565 4.38916 3.23078 0.156
H -0.74239 1.39769 3.26982 0.112
H 0.07378 -0.17180 3.78694 0.094
H 3.00480 0.68514 0.29076 0.119
H 4.71157 -0.15035 -2.80360 0.051
H 4.12467 1.15268 -1.55469 0.029
H 5.82410 1.22963 -2.25486 0.075
H 5.53410 1.32650 0.77346 0.063
H 6.10822 -6.51714 -0.07520 0.085
H 6.43374 -6.42259 1.60136 0.107
H 3.15585 -6.93648 1.79331 0.131
H 0.99475 -6.51338 2.53000 0.110
H 0.36114 -4.88614 3.07928 0.064
H 0.04134 -6.50495 0.32117 0.125
H 0.04557 -4.64955 0.15538 0.110
H -2.10290 -4.35845 1.25570 0.008
H -2.28093 -5.97867 0.41753 0.057
H 0.65523 5.88732 -1.13997 0.100
H 0.55215 4.17204 -0.37247 0.067
H 3.53790 5.64729 -1.64503 -0.095
C 5.85555 -2.23214 -7.29699 -0.108
C 7.01932 -1.26536 -7.48797 -0.266
C 6.95285 -0.06043 -6.54656 -0.187
C 5.69093 0.71605 -6.79595 -0.213
N 4.69702 1.32579 -6.99216 0.129
H 4.89652 -1.75871 -7.52307 0.072
H 5.95997 -3.08882 -7.96714 0.077
H 5.82117 -2.60621 -6.26912 0.054
H 7.02910 -0.92379 -8.52785 0.115
H 7.95809 -1.80007 -7.31638 0.110
H 7.81257 0.59377 -6.71209 0.115
H 6.97119 -0.38717 -5.50296 0.105
C -5.73047 -3.72771 -1.35494 -0.098
C -4.86797 -4.27345 -0.22195 -0.270
C -4.76229 -3.30856 0.96139 -0.178
C -4.13696 -2.01736 0.51286 -0.186
N -3.64618 -1.00024 0.16003 0.159
H -5.30663 -2.81434 -1.78019 0.079
H -5.80126 -4.45908 -2.16366 0.080
H -6.74380 -3.50615 -1.00634 0.062
H -3.86851 -4.49426 -0.61154 0.095
H -5.29355 -5.21951 0.12566 0.116
H -4.14725 -3.74762 1.75163 0.084
H -5.75184 -3.10146 1.37789 0.123
C -5.09911 1.66595 0.92969 -0.136
C -5.32274 2.90006 1.79822 -0.267
C -5.29429 4.20902 1.00385 -0.170
C -3.95693 4.37912 0.34207 -0.173
N -2.90360 4.51301 -0.17802 0.137
H -4.11318 1.67766 0.45884 0.051
H -5.15724 0.75984 1.53681 0.051
H -5.85583 1.59710 0.14211 0.082
H -4.55582 2.92524 2.57958 0.104
H -6.29082 2.81050 2.29971 0.110
H -5.47166 5.05581 1.67183 0.117
H -6.07426 4.21216 0.23759 0.121
C -0.35116 9.80296 3.75937 -0.109
C -1.26272 9.75563 4.98132 -0.269
C -1.26984 8.38674 5.66593 -0.177
C -1.76300 7.33943 4.70849 -0.181
N -2.15171 6.51672 3.95293 0.152
H -0.68126 9.10795 2.98276 0.068
H -0.35517 10.80397 3.32149 0.075
H 0.67968 9.55353 4.02904 0.079
H -2.27950 10.02266 4.67591 0.113
H -0.93381 10.51183 5.69993 0.111
H -1.92484 8.40680 6.54067 0.116
H -0.26398 8.11969 6.00158 0.119
C -10.68067 -2.99017 -4.04193 -0.110
C -9.82033 -3.53672 -2.90757 -0.275
C -9.71373 -2.57276 -1.72350 -0.191
C -9.08404 -1.28018 -2.17327 -0.211
N -8.59142 -0.26525 -2.52722 0.129
H -10.25513 -2.07746 -4.46686 0.072
H -10.75197 -3.72155 -4.85051 0.075
H -11.69393 -2.76801 -3.69361 0.080
H -8.82094 -3.75894 -3.29591 0.106
H -10.24817 -4.48192 -2.56052 0.110
H -9.10045 -3.01470 -0.93402 0.094
H -10.70327 -2.36434 -1.30769 0.118
```

## Properties
HOMO = -0.4018 hartree
LUMO = -0.1918 Ha
total charge = +1
Kohn-Sham gap = 5.71 eV